{"formula": "C21H45O2OsP3", "method": "ωB97M-V with the def2-TZVPD basis set", "s2": 6.0383, "total_charge": 4, "multiplicity": 5, "gap_ev": [8.8, 4.6], "de_lowest_kj_mol": 285.10, "symbols": ["Os", "P", "P", "P", "H", "C", "C", "H", "C", "C", "C", "C", "C", "C", "C", "C", "C", "H", "H", "H", "H", "H", "H", "H", "H", "H", "H", "H", "H", "H", "H", "H", "H", "H", "H", "H", "H", "H", "H", "H", "H", "H", "H", "H", "H", "H", "C", "C", "C", "C", "C", "C", "O", "H", "H", "H", "H", "H", "H", "C", "C", "C", "O", "C", "H", "H", "H", "H", "H", "H", "H", "H"], "positions_angstrom": [[-0.508, 0.101, 0.071], [-2.629, 0.897, 0.091], [-1.142, -1.755, 1.322], [0.032, 1.605, -1.607], [3.301, -5.328, -1.863], [3.880, -4.420, -2.058], [4.344, -3.620, -1.094], [4.045, -3.667, -0.035], [-3.602, 0.127, -1.253], [-3.701, 0.637, 1.557], [-2.975, 2.679, -0.182], [0.068, -3.114, 1.448], [-1.407, -1.298, 3.074], [-2.645, -2.659, 0.775], [1.691, 1.542, -2.366], [0.063, 3.376, -1.121], [-1.015, 1.572, -3.129], [4.129, -4.216, -3.104], [5.161, -2.936, -1.358], [-4.665, 0.319, -1.071], [-3.455, -0.955, -1.293], [-3.332, 0.554, -2.223], [-4.697, 1.028, 1.313], [-3.316, 1.218, 2.406], [-3.796, -0.415, 1.850], [-2.842, 2.967, -1.235], [-2.321, 3.287, 0.460], [-4.012, 2.868, 0.116], [-0.287, -3.823, 2.210], [1.037, -2.708, 1.759], [0.178, -3.632, 0.489], [-2.436, -1.513, 3.389], [-1.185, -0.237, 3.240], [-0.711, -1.886, 3.681], [-2.565, -3.692, 1.137], [-2.694, -2.700, -0.319], [-3.570, -2.221, 1.159], [1.894, 2.471, -2.915], [1.754, 0.698, -3.063], [2.438, 1.420, -1.572], [0.919, 3.857, -1.611], [0.209, 3.463, -0.040], [-0.853, 3.899, -1.424], [-0.357, 1.847, -3.965], [-1.850, 2.290, -3.069], [-1.389, 0.552, -3.294], [1.914, -1.388, -0.997], [1.132, -2.159, -1.921], [1.486, -2.092, -3.273], [2.713, -1.537, -3.635], [3.632, -1.126, -2.652], [3.282, -1.160, -1.306], [1.424, -0.698, -0.002], [-0.486, -0.666, -1.378], [0.213, -2.645, -1.577], [0.823, -2.495, -4.033], [3.000, -1.471, -4.681], [4.640, -0.819, -2.950], [3.913, -0.827, -0.476], [1.229, 2.060, 4.175], [0.198, 3.184, 3.956], [-0.489, 2.865, 2.635], [0.056, 1.633, 2.129], [1.295, 1.327, 2.846], [2.200, 2.446, 4.465], [0.887, 1.360, 4.945], [0.672, 4.163, 3.860], [-0.525, 3.242, 4.773], [-1.580, 2.755, 2.766], [-0.324, 3.645, 1.878], [2.147, 1.686, 2.249], [1.366, 0.238, 2.920]], "atomic_forces_ev_per_a": [[2.612, 0.809, 0.977], [-3.611, 0.893, -0.761], [-1.551, -2.735, 1.243], [0.154, 3.088, -2.974], [0.188, 0.172, 0.043], [-1.030, -2.149, -2.482], [1.525, 2.170, 2.257], [0.036, 0.012, -0.542], [0.028, -0.167, 0.050], [0.386, -0.171, 0.579], [0.671, 0.226, 0.164], [0.453, 0.258, -0.214], [0.095, 0.400, 0.218], [0.145, -0.156, -0.187], [0.454, -0.895, 0.369], [-0.067, 0.132, 0.423], [0.038, -0.239, 0.252], [-0.156, -0.109, 0.230], [0.021, -0.455, 0.392], [0.147, 0.040, -0.056], [-0.043, 0.178, -0.005], [-0.064, -0.057, 0.190], [0.262, -0.113, -0.125], [-0.075, -0.196, -0.141], [0.021, 0.437, -0.086], [-0.077, -0.129, 0.414], [-0.263, -0.068, -0.255], [0.158, -0.133, -0.138], [0.012, 0.194, -0.237], [-0.146, -0.157, 0.011], [-0.067, 0.012, 0.216], [0.271, 0.003, -0.109], [-0.133, -0.240, 0.013], [-0.161, 0.059, -0.053], [-0.089, 0.240, 0.053], [0.013, -0.016, 0.221], [0.200, -0.119, -0.104], [-0.287, -0.237, 0.169], [-0.008, 0.250, 0.157], [-0.015, 0.154, -0.261], [-0.270, -0.139, 0.097], [-0.077, 0.128, -0.190], [0.290, -0.200, 0.175], [-0.306, 0.042, 0.187], [0.350, -0.380, -0.064], [0.016, 0.347, -0.113], [-0.776, 1.174, 1.136], [-0.665, 0.247, -1.024], [-0.515, -0.601, 0.918], [-0.142, -0.132, -0.698], [1.073, -0.348, 1.365], [0.811, 0.297, -0.403], [1.321, -1.388, -0.743], [-0.915, 0.290, 1.018], [0.332, 0.211, -0.307], [0.098, -0.064, 0.094], [-0.089, -0.007, 0.057], [-0.344, 0.039, 0.100], [-0.006, 0.166, -0.508], [-0.545, -0.514, 0.163], [0.165, 0.325, -0.024], [-0.932, 0.699, -0.214], [-0.018, -1.440, -0.854], [0.660, 0.225, -0.386], [0.064, -0.023, 0.041], [0.098, 0.288, -0.020], [0.036, -0.164, 0.208], [0.178, -0.028, -0.121], [0.416, -0.162, -0.154], [0.002, -0.101, 0.291], [-0.275, -0.071, -0.017], [-0.079, 0.101, 0.077]]}